The following is a DFT calculation (ωB97M-V/def2-TZVPD) of a single C4H3ClN2 molecule.

```
10
C4H3ClN2, DFT ωB97M-V/def2-TZVPD
N 2.69902 0.31256 0.90325
C 1.79007 0.19057 0.21507
C 0.59183 0.00432 -0.60131
C -0.61758 -0.39954 0.28558
Cl -1.33917 -1.93667 -0.27867
C -1.63477 0.65222 0.28895
N -2.33137 1.56198 0.34196
H 0.76536 -0.75978 -1.35492
H 0.37695 0.94323 -1.11096
H -0.30035 -0.56890 1.31106
```

SMILES   N#CC[C@H](Cl)C#N
E_LUMO   0.4 eV
Strongest force on any atom   0.32 eV Å⁻¹

=====

The following is a DFT calculation (ωB97M-V/def2-TZVPD) of a single C9H10N2O molecule in a non-equilibrium geometry.

```
22
C9H10N2O, DFT ωB97M-V/def2-TZVPD
C 0.61182 -2.76673 -1.21696
C -0.54054 -1.96548 -1.15652
N -0.23415 -0.60414 -0.82197
C -0.03602 0.32032 -1.73005
O -0.04368 0.23338 -2.90279
N 0.22664 1.44491 -1.04120
C 0.09235 1.22164 0.30058
C 0.31178 2.11196 1.50219
C 0.05433 1.52121 2.71573
C -0.18412 0.20562 2.87783
C -0.34429 -0.62780 1.67879
C -0.15498 -0.02812 0.46168
H 0.71743 -3.96507 -1.22611
H 1.30401 -2.40796 -2.07706
H 1.18224 -3.03227 -0.14675
H -1.01653 -2.06160 -2.25009
H -0.98343 -2.38674 -0.23850
H 0.29592 2.52614 -1.49249
H 0.88453 3.05370 1.69227
H 0.10134 2.32433 3.65207
H -0.34169 -0.27673 3.74464
H -0.60382 -1.48192 2.00702
```

SMILES   CCn1c(=O)[nH]c2ccccc21
E_LUMO   0.8 eV
Strongest force on any atom   9.43 eV Å⁻¹

=====

The following is a DFT calculation (ωB97M-V/def2-TZVPD) of 2 unconnected molecules or ions with the total composition C3H11N2OS in a non-equilibrium geometry.

```
18
C3H11N2OS, DFT ωB97M-V/def2-TZVPD
N 0.16252 1.36266 -0.55800
C -0.26538 0.18015 0.18909
C -1.58576 -0.35590 -0.30860
S -1.21717 -1.42308 -1.77520
C -0.38016 0.65740 1.68028
N 0.84490 1.30644 2.18944
H 0.47479 1.04036 -1.46228
H -0.60132 2.01263 -0.62740
H 0.47009 -0.60336 0.10269
H -2.06155 -1.09439 0.32339
H -2.29776 0.40677 -0.65739
H -1.19972 1.37481 1.78938
H -0.58721 -0.15514 2.37571
H 1.27040 1.89988 1.49969
H 1.48829 0.57049 2.44279
H 2.15293 -0.12433 0.64435
H 2.58193 -0.70276 -0.76696
O 2.88682 -0.42513 0.08796
```

E_LUMO   4.0 eV
Charge   -1
Strongest force on any atom   2.85 eV Å⁻¹

=====

The following is a DFT calculation (ωB97M-V/def2-TZVPD) of 2 unconnected molecules or ions with the total composition C2H9N3O in a non-equilibrium geometry.

```
15
C2H9N3O, DFT ωB97M-V/def2-TZVPD
H 1.60622 0.97514 -1.21423
N 0.82227 0.71454 -0.59248
C 0.55575 -0.47952 -0.23692
N 0.83425 -1.72188 -0.80600
N -0.11501 -0.64496 0.97773
C 0.00012 0.39495 1.98374
H 0.62651 -2.49992 -0.20724
H 0.73179 -1.76467 -1.79603
H -0.62985 -1.51311 1.10626
H -0.25885 1.32338 1.47536
H -0.45672 0.27138 3.01202
H 1.18650 0.47375 2.15677
O -1.67041 1.54078 -1.29833
H -1.20659 1.81578 -0.48633
H -2.04734 0.71834 -0.96900
```

SMILES   [H]/N=C(\N)NC.O
E_LUMO   0.7 eV
Strongest force on any atom   3.11 eV Å⁻¹

=====

The following is a DFT calculation (ωB97M-V/def2-TZVPD) of 6 unconnected molecules or ions with the total composition C22H38N2O12 in a non-equilibrium geometry.

```
74
C22H38N2O12, DFT ωB97M-V/def2-TZVPD
C 2.31756 4.06238 -1.70634
C 1.51527 3.00847 -2.56187
C 1.10895 3.52577 -3.91347
O 2.11105 2.99638 -4.77762
C 2.81550 2.01748 -4.16114
O 3.71105 1.43492 -4.71696
O 2.43183 1.99727 -2.88810
H 2.71818 3.60543 -0.77797
H 1.82119 5.01003 -1.48890
H 3.16830 4.24219 -2.30299
H 0.62445 2.71527 -1.92963
H 1.21695 4.64831 -3.95204
H 0.11420 3.24398 -4.21997
C 2.88135 -5.05366 -0.70488
C 1.38367 -4.82108 -0.75851
C 0.43229 -6.01437 -0.51244
O -0.45105 -5.49551 0.46503
C -0.03293 -4.31969 0.89133
O -0.64068 -3.74284 1.77707
O 1.04765 -3.91363 0.24449
H 3.43806 -4.12861 -0.62426
H 3.38374 -5.59237 -1.48264
H 3.03099 -5.47947 0.25972
H 1.15253 -4.29741 -1.70633
H 1.04043 -6.84792 -0.12592
H -0.15167 -6.19154 -1.45857
C -4.91552 3.23745 3.02126
O -3.60435 2.77705 2.90248
C -2.84270 3.17750 1.79411
O -3.30131 4.02520 0.76241
O -1.63021 2.71761 1.79927
C -0.64712 3.42159 1.13206
H -5.39990 2.78171 2.13390
H -5.00543 4.33109 3.02268
H -5.46393 2.82080 3.90831
H -0.59483 4.41383 1.43247
H -0.72647 3.34767 0.06286
H 0.27800 2.98649 1.42863
C -4.29060 -0.89829 3.42365
O -2.99244 -0.95508 2.95274
C -2.04966 -0.31369 3.66770
O -2.11514 -0.12951 5.07458
O -1.02682 0.02047 2.87253
C -0.02920 0.81712 3.45350
H -4.93113 -1.38035 2.68919
H -4.59598 0.16522 3.50533
H -4.48281 -1.40938 4.35774
H 0.68551 1.24183 2.79019
H 0.54328 0.26016 4.16253
H -0.58238 1.68353 3.90565
C 2.85915 -1.42406 -2.70028
C 3.76326 -1.30881 -1.46308
C 3.00303 -1.18969 -0.16302
C 2.41400 0.16369 0.02450
N 1.96771 1.20654 0.21379
H 3.43122 -1.15393 -3.56472
H 1.96403 -0.78655 -2.62575
H 2.56218 -2.40951 -2.84433
H 4.27915 -0.40144 -1.65145
H 4.48864 -2.03841 -1.45568
H 3.59706 -1.47332 0.68239
H 2.24518 -1.95550 -0.10785
C -2.72029 0.74740 -0.76826
C -1.25122 0.33624 -0.40863
C -0.99220 -1.12469 -0.15010
C -0.78955 -1.81170 -1.39573
N -0.65126 -2.29993 -2.42267
H -2.95956 0.19625 -1.69386
H -2.74754 1.78106 -0.95097
H -3.40756 0.54125 -0.00425
H -1.09922 0.85678 0.60324
H -0.58278 0.73244 -1.18774
H -1.76544 -1.64173 0.45139
H -0.07568 -1.29221 0.46022
```

SMILES   C[C@H]1COC(=O)O1.C[C@H]1COC(=O)O1.COC(=O)OC.COC(=O)OC.CCCC#N.CCCC#N
E_LUMO   0.5 eV
Strongest force on any atom   9.03 eV Å⁻¹

=====

The following is a DFT calculation (ωB97M-V/def2-TZVPD) of 5 unconnected molecules or ions with the total composition C17H32BBrF3O15 in a non-equilibrium geometry.

```
69
C17H32BBrF3O15, DFT ωB97M-V/def2-TZVPD
O -0.40213 -0.10790 -0.37549
C -0.90467 0.20602 0.94330
C 0.18720 0.11331 2.10403
B 1.73117 0.48701 1.58410
O 2.44623 1.06650 2.76328
C 3.37383 0.11205 3.30597
C 3.78078 -0.62046 1.90920
Br 4.85370 -2.25487 2.29578
O 2.48770 -0.78800 1.34271
C -1.64782 1.60187 0.84773
F -2.43261 1.90090 1.98055
F -2.56245 1.51209 -0.23984
F -0.79421 2.68085 0.54305
H -0.54921 -1.07542 -0.44559
H -1.70362 -0.57163 1.17630
H -0.07375 0.80585 2.96433
H 0.23574 -0.98835 2.41891
H 1.74315 1.11727 0.57257
H 2.86861 -0.53943 4.08921
H 4.32481 0.57496 3.74646
H 4.45344 0.07973 1.30430
C 5.64321 1.70256 -1.73950
O 7.04736 1.88211 -1.94400
C 7.81535 1.25445 -1.04376
O 7.42246 0.58590 -0.12520
O 9.10083 1.50233 -1.34634
C 10.03452 0.88946 -0.46113
H 5.12128 2.25205 -2.52249
H 5.37399 0.64783 -1.81827
H 5.33943 2.10634 -0.77222
H 9.93691 -0.19742 -0.49005
H 9.90191 1.26125 0.55665
H 11.03601 1.15610 -0.79920
C -1.39873 3.62670 -2.14491
O -1.43451 4.77710 -2.99820
C -0.37406 5.58447 -2.88012
O 0.56350 5.42146 -2.14379
O -0.53813 6.61344 -3.73026
C 0.52663 7.55974 -3.70962
H -2.30473 3.04975 -2.32708
H -0.53681 2.99962 -2.37949
H -1.38479 3.92405 -1.09858
H 1.46622 7.08946 -4.00596
H 0.61851 8.01519 -2.72171
H 0.28887 8.34215 -4.43056
C -1.67369 -3.05997 -3.88335
O -2.66813 -4.03063 -3.55573
C -2.81909 -4.23615 -2.23974
O -2.20486 -3.68607 -1.36415
O -3.77462 -5.16161 -2.06935
C -4.04090 -5.47918 -0.70358
H -1.63793 -2.97582 -4.96936
H -1.93556 -2.08471 -3.46880
H -0.69208 -3.37884 -3.52811
H -4.39527 -4.59851 -0.16464
H -3.15189 -5.89268 -0.22378
H -4.82640 -6.23455 -0.68613
C -7.63480 -4.97599 3.65673
O -6.51476 -4.36192 3.02436
C -6.40589 -3.04440 3.25924
O -7.15348 -2.38303 3.93362
O -5.32265 -2.59699 2.61312
C -5.07907 -1.19814 2.77362
H -7.62196 -6.03479 3.39831
H -7.56310 -4.88347 4.74207
H -8.56836 -4.54199 3.29352
H -4.90538 -0.95519 3.82326
H -5.91040 -0.61412 2.37475
H -4.18087 -0.94966 2.20903
```

E_LUMO   2.1 eV
Charge   -1
Strongest force on any atom   3.15 eV Å⁻¹